Record 1
# C4H4Ca

A structure of composition C4H4Ca (ωB97M-V/def2-TZVPD, OMol25).

Element x y z (Å)
C 0.3325 1.0659 -1.2456
C 0.8287 0.1987 -0.5168
H 1.3992 1.4497 -1.6614
Ca -1.0504 -0.0073 -2.7503
C 0.3946 -0.5870 0.6008
C -0.6467 -0.2725 1.3900
H -0.9581 -0.9528 2.1835
H 0.9955 -1.4753 0.8093
H -1.2954 0.5807 1.1905

Atoms 1-3, force components in eV/Å:
3.88 1.93 -3.17
-3.95 -1.54 2.73
-1.84 0.74 0.33

Lowest unoccupied orbital energy, eV: -10.21
Total charge: +2
E_HOMO, eV: -18.749

Löwdin atomic charges, in units of e: -0.1707, -0.0885, 0.1795, 1.7513, -0.1585, 0.1498, 0.1110, 0.1254, 0.1006

---

Record 2
# C5H8N2

A structure of composition C5H8N2 (ωB97M-V/def2-TZVPD, OMol25).

Element x y z (Å)
C -1.0535 -0.5275 -2.1408
C -0.3710 -0.1665 -0.8550
C 0.7420 0.6124 -0.6443
C 0.8856 0.5260 0.8028
N 1.7467 1.2996 1.6120
C -0.1630 -0.3071 1.3802
N -0.9183 -0.6895 0.3390
H -2.1125 -0.2376 -2.1434
H -0.5493 0.0014 -2.9518
H -0.9999 -1.6040 -2.3528
H 1.1482 -0.6793 1.0112
H 1.2294 1.9615 2.1787
H 2.3588 1.8190 0.9910
H -0.3591 -0.5780 2.4108
H -1.6156 -1.4202 0.3933

Atoms 1-3, force components in eV/Å:
0.01 0.03 -0.06
-0.01 -0.05 -0.09
-0.26 -0.30 0.32

Lowest unoccupied orbital energy, eV: 0.65
Total charge: 0
E_HOMO, eV: -7.473

Löwdin atomic charges, in units of e: -0.0689, -0.3795, -0.0094, -0.4564, 0.0646, -0.0917, 0.0529, 0.0722, 0.0730, 0.0726, 0.2158, 0.0845, 0.0791, 0.1373, 0.1540

---

Record 3
# C10H17N3O7

A cluster of 2 separate species, C10H17N3O7 in total (ωB97M-V/def2-TZVPD, OMol25).

Element x y z (Å)
C 0.0747 3.3923 -0.7005
N 0.2297 2.1253 -1.4170
C 0.2032 0.8914 -0.9031
O 0.3898 -0.0722 -1.6445
C -0.0034 0.6800 0.6088
C 1.3645 0.5965 1.3111
C 1.2807 0.8348 2.8249
C 2.6242 0.8420 3.5547
N 3.7331 0.4767 2.9451
O 2.7051 1.1826 4.7181
N -0.7866 -0.5351 0.8692
C -1.7280 -0.6435 1.8042
C -2.4210 -1.9808 1.9119
O -2.0415 0.2746 2.5488
H 0.2387 4.2236 -1.3888
H -0.9350 3.4736 -0.2919
H 0.8003 3.4655 0.1123
H 0.3563 2.1675 -2.4179
H -0.5478 1.5394 1.0013
H 1.8117 -0.3793 1.1133
H 2.0164 1.3624 0.8886
H 0.7905 1.7916 3.0054
H 0.6719 0.0493 3.2708
H 4.5608 0.5031 3.5140
H 3.7269 0.1679 1.9930
H -0.6139 -1.3298 0.2726
H -1.7019 -2.7338 2.2286
H -3.2189 -1.9044 2.6496
H -2.8424 -2.2522 0.9460
O -0.8040 -0.6705 -4.8381
C -0.7515 -1.7859 -4.3270
O 0.1697 -2.1141 -3.3723
C -1.7939 -2.8075 -4.7115
O -1.5352 -3.9996 -4.5824
O -3.0148 -2.3791 -5.1490
H 0.5132 -1.2696 -3.0096
H -3.5215 -3.1829 -5.3386

Atoms 1-3, force components in eV/Å:
-0.15 -0.33 0.11
-0.02 0.91 0.24
0.10 -0.87 -0.22

Lowest unoccupied orbital energy, eV: 0.16
Total charge: 0
E_HOMO, eV: -9.683

Löwdin atomic charges, in units of e: -0.0521, 0.0473, -0.4148, 0.0354, -0.2009, -0.1439, -0.0787, -0.5721, 0.1754, 0.0394, 0.1143, -0.5576, 0.0054, 0.0445, 0.0913, 0.0909, 0.0837, 0.1525, 0.1358, 0.1242, 0.1182, 0.1315, 0.1247, 0.1223, 0.0912, 0.1481, 0.0845, 0.0866, 0.0825, 0.1140, -0.3882, 0.1019, -0.3879, 0.1183, 0.1239, 0.0780, 0.1302

---

Record 4
# C5H3NO2

The molecule C5H3NO2 (ωB97M-V/def2-TZVPD, OMol25).

Element x y z (Å)
O -3.1755 0.0126 -0.1348
C -2.2701 0.7305 0.0580
C -1.1974 1.4102 0.1016
C 0.1386 0.8365 -0.1230
C 0.6053 -0.4071 0.0022
N 1.9615 -0.9722 0.1789
C 0.8430 -1.8054 -0.0287
O 0.6001 -2.9671 -0.1891
H -1.3620 2.3716 0.4428
H 0.9604 1.6632 -0.1863
H 2.8962 -0.8728 -0.1218

Atoms 1-3, force components in eV/Å:
0.75 1.08 0.65
-3.24 -3.42 -1.33
2.15 -0.38 -0.34

Lowest unoccupied orbital energy, eV: 0.35
Total charge: 0
E_HOMO, eV: -8.473

Löwdin atomic charges, in units of e: 0.1928, -0.1871, -0.1054, -0.0476, -0.1144, 0.1852, -0.3956, 0.1190, 0.0928, 0.1482, 0.1120

---

Record 5
# C6H9NO

A cluster of 2 separate species, C6H9NO in total (ωB97M-V/def2-TZVPD, OMol25).

Element x y z (Å)
C 2.7737 0.5044 0.8084
C 1.6689 0.4007 -0.2084
C 0.8106 1.3488 -0.4322
N 0.1587 2.3136 -0.7805
H 3.0876 1.5392 0.9376
H 3.6320 -0.0779 0.4803
H 2.4514 0.1157 1.7768
H 1.5662 -0.5397 -0.7290
H -0.7320 2.5332 -0.3493
C -1.7145 -1.9739 -0.1951
C -1.9332 -0.5321 -0.5769
C -2.3660 0.3822 0.2255
O -2.7396 1.2306 0.9342
H -0.7132 -2.1191 0.2127
H -1.8262 -2.5999 -1.0750
H -2.4341 -2.2914 0.5551
H -1.6902 -0.2345 -1.5842

Atoms 1-3, force components in eV/Å:
-0.09 0.09 0.09
0.39 -0.56 0.29
-0.14 0.25 -0.20

Lowest unoccupied orbital energy, eV: 0.65
Total charge: 0
E_HOMO, eV: -8.527

Löwdin atomic charges, in units of e: -0.1093, -0.1724, -0.2297, 0.1604, 0.0735, 0.0663, 0.0682, 0.0965, 0.0571, -0.0932, -0.1669, -0.2336, 0.1586, 0.0655, 0.0707, 0.0750, 0.1132

---

Record 6
# C16H28F3N3P

The ion C16H28F3N3P with charge +1 (ωB97M-V/def2-TZVPD, OMol25).

Element x y z (Å)
C -4.8071 -2.6748 0.8345
C -5.0461 -1.0828 0.5156
C -3.7564 -0.5976 -0.4318
C -2.5617 -0.1784 0.6188
N -1.4467 -1.2404 0.7219
C -0.2086 -0.3889 1.0707
C -0.0344 0.0290 2.6456
C -1.0552 -0.4408 3.8390
N -1.1568 0.5412 4.9865
C 1.2672 0.9412 3.0671
C 2.2879 1.3941 1.8235
C 1.9816 0.8891 0.2655
C 3.0160 1.3648 -0.9130
C 4.3613 2.1419 -0.3910
C 5.4058 2.2382 -1.6511
F 6.0983 0.9312 -1.7602
F 6.3214 3.4064 -1.5259
F 4.6202 2.4431 -2.9178
N 0.7679 0.0075 -0.0570
P 0.3670 -0.6340 -1.6776
C 1.7380 -1.9346 -2.1509
C 0.4553 0.6954 -3.0442
C -0.0111 -0.0690 -4.4571
H -3.7979 -3.0034 0.2979
H -5.7329 -3.2653 0.4047
H -4.6460 -2.8136 1.9875
H -5.0883 -0.4628 1.5138
H -6.0245 -0.8434 -0.0853
H -3.4387 -1.4104 -1.2157
H -4.1257 0.4172 -0.9336
H -2.0256 0.7954 0.1847
H -2.9860 0.1372 1.6689
H -1.6461 -1.8958 1.5195
H -0.5861 -1.4379 4.2995
H -2.1410 -0.7061 3.4930
H -2.1345 0.4790 5.3563
H -0.4956 0.1663 5.7205
H 1.4229 1.2542 4.1841
H 3.1884 2.0725 2.1382
H 3.3541 0.4209 -1.5542
H 2.4176 2.1525 -1.5812
H 4.8174 1.6855 0.5950
H 4.0383 3.2542 -0.1024
H 2.2684 -2.2596 -1.1598
H 2.5197 -1.5156 -2.9135
H 1.1891 -2.8977 -2.5837
H -0.3098 1.5982 -2.9019
H 1.5595 1.0853 -3.2766
H -0.0089 -1.2497 -4.2949
H -1.0183 0.3415 -4.8883
H 0.8267 0.1196 -5.2836

Atoms 1-3, force components in eV/Å:
0.02 0.60 -0.20
0.78 -0.19 -0.91
-1.19 1.36 1.69

Lowest unoccupied orbital energy, eV: -4.65
Total charge: +1
E_HOMO, eV: -11.713

Löwdin atomic charges, in units of e: -0.1389, -0.2545, -0.1893, -0.2245, -0.0508, -0.1072, -0.0341, -0.2542, -0.0395, 0.0770, 0.0443, -0.0619, -0.1579, -0.0905, -0.2315, 0.0179, 0.0230, -0.0071, -0.1979, 0.9429, -0.2890, -0.4271, -0.1756, 0.0734, 0.0893, 0.0739, 0.1009, 0.1090, 0.1191, 0.1177, 0.1264, 0.1116, 0.1105, 0.1410, 0.1115, 0.0860, 0.0878, 0.1128, 0.0970, 0.1300, 0.1350, 0.1378, 0.1545, 0.0551, 0.0577, 0.0689, 0.1011, 0.0722, 0.0673, 0.0848, 0.0940

---

Computed orbital gap, in the same sequence as the records: 8.54, 8.13, 9.85, 8.82, 9.18, 7.06 eV.
Computed electronic energy, in the same sequence as the records: -22629.585, -8291.082, -29450.377, -10814.524, -9902.993, -38938.772 eV.